The following is a DFT calculation (wB97M-V/def2-TZVPD) of a structure of composition C50H51N7O2Sc in a non-equilibrium geometry.

The geometry in XYZ format:
```
111
Properties=species:S:1:pos:R:3:lowdin_charge:R:1
Sc 0.38890 -0.64454 -0.11102 1.147
C -0.80633 6.43549 -3.81785 -0.041
C -0.79415 5.23993 -2.91502 -0.266
C -1.92909 4.47169 -2.73898 0.010
C -2.00754 3.44927 -1.78325 -0.134
C -3.28920 2.80875 -1.69439 0.021
N -4.09705 2.77602 -0.62022 0.084
C -4.10035 3.79736 0.41327 -0.145
C -3.00798 3.60151 1.45619 -0.133
C -3.13031 2.25054 2.17647 -0.143
N -1.82216 1.73137 2.44106 0.071
C -1.19733 1.82656 3.58481 0.027
C 0.15105 1.49880 3.77719 -0.104
C 0.75985 1.81057 5.01148 0.025
C 2.10096 1.60126 5.23565 -0.261
C 2.72706 1.89633 6.56430 -0.044
C 2.86328 1.06352 4.19415 0.044
C 2.31495 0.67466 2.97977 -0.121
C 3.17499 0.01834 2.02998 -0.101
N 2.83232 -0.50443 0.91591 0.033
C 3.88392 -1.17669 0.19107 -0.180
C 3.98541 -0.78991 -1.29987 -0.104
C 3.61635 1.76151 -1.42015 -0.018
N 2.21802 2.02383 -1.15691 -0.095
C 1.70897 3.22098 -1.15177 0.009
C 0.38867 3.68323 -1.46789 -0.102
C 0.35211 4.84146 -2.24377 0.032
C -0.81238 2.99527 -1.09733 -0.325
O -0.79839 2.02927 -0.26885 -0.118
C 0.91484 0.86625 2.71973 -0.261
O 0.36340 0.48853 1.64004 -0.147
H -1.75888 6.95252 -3.74166 0.081
H -0.67698 6.13685 -4.85779 0.089
H -0.00949 7.12875 -3.56322 0.081
H -2.82962 4.73714 -3.27683 0.130
H -3.72704 2.44253 -2.61879 0.154
H -4.97385 2.28861 -0.73714 0.154
H -5.08018 3.78407 0.89501 0.139
H -3.95430 4.77209 -0.06505 0.139
H -3.04618 4.42690 2.16515 0.127
H -2.04590 3.63481 0.95078 0.099
H -3.65022 1.54024 1.52905 0.127
H -3.68855 2.35257 3.10845 0.134
H -1.25444 1.48648 1.61733 0.110
H -1.77038 2.20231 4.42649 0.152
H 0.15251 2.24363 5.79486 0.126
H 2.21515 2.71425 7.06469 0.080
H 3.77820 2.15263 6.45623 0.081
H 2.66230 1.01870 7.20968 0.090
H 3.92502 0.91864 4.34643 0.129
H 4.22501 -0.04943 2.35624 0.137
H 3.67700 -2.25301 0.27127 0.105
H 4.85746 -0.99810 0.67598 0.119
H 3.79647 -1.66197 -1.91947 0.090
H 5.01569 -0.47831 -1.49449 0.126
H 4.05456 2.39777 -2.19108 0.139
H 4.22336 1.77639 -0.51385 0.138
H 2.47773 3.98667 -1.16904 0.139
H 1.27264 5.38929 -2.38755 0.127
N -1.59360 0.05902 -1.70401 0.073
C -2.51666 -0.85878 -2.26383 -0.264
C -3.87734 -0.60779 -2.15884 -0.050
C -4.80716 -1.48100 -2.68837 -0.088
C -4.37397 -2.64016 -3.30450 -0.078
C -3.02143 -2.91140 -3.37832 -0.018
C -2.06223 -2.02792 -2.88681 -0.134
C -0.63191 -2.39667 -2.94698 -0.194
C -0.22255 -3.13185 -4.06708 -0.048
C 1.04200 -3.67760 -4.15554 -0.083
C 1.90232 -3.52844 -3.08317 -0.094
C 1.50655 -2.77099 -1.98842 -0.172
C 0.26773 -2.11378 -1.88599 -0.135
H -2.08189 0.89244 -1.36923 0.046
H -0.89694 0.34467 -2.39439 0.110
H -4.20197 0.28123 -1.63637 0.075
H -5.85914 -1.25484 -2.61838 0.102
H -5.08730 -3.33791 -3.71283 0.107
H -2.69585 -3.84727 -3.80131 0.117
H -0.90840 -3.27571 -4.89114 0.108
H 1.33791 -4.24354 -5.02841 0.104
H 2.88213 -3.98860 -3.10127 0.105
H 2.19079 -2.71307 -1.14717 0.055
C 2.97706 0.21427 -3.34975 -0.008
C 3.12454 0.36170 -1.83180 -0.464
N 1.79956 0.74560 -1.26912 0.029
H 2.36134 -0.65610 -3.56597 0.075
H 3.94763 0.09671 -3.82188 0.092
H 2.48901 1.09002 -3.77097 0.086
C -3.23775 -5.06881 1.05383 -0.116
C -2.14541 -5.38404 1.84917 -0.099
C -1.05120 -4.54958 1.91915 -0.031
C -1.02071 -3.33324 1.19863 -0.302
C -2.16541 -3.00816 0.44555 -0.049
C -3.23661 -3.86686 0.35723 -0.100
N 0.02178 -2.45142 1.25231 -0.047
C 1.18616 -2.96250 1.85538 -0.339
C 1.89379 -4.02437 1.27550 -0.058
C 3.04225 -4.51341 1.86630 -0.086
C 3.50261 -3.96468 3.05391 -0.097
C 2.79002 -2.94310 3.65861 -0.090
C 1.64117 -2.44847 3.07113 -0.046
H -4.08109 -5.73895 0.99331 0.091
H -2.14177 -6.30092 2.42100 0.100
H -0.22021 -4.82559 2.55335 0.106
H -2.16938 -2.05380 -0.07835 0.073
H -4.07735 -3.59827 -0.26639 0.093
H 1.51609 -4.45507 0.35842 0.120
H 3.57277 -5.33749 1.40999 0.106
H 4.39436 -4.35135 3.52297 0.098
H 3.11791 -2.54599 4.60873 0.101
H 1.05790 -1.68592 3.56665 0.112
```

Output
Strongest force on any atom (eV/Å): 2.31
Total charge: +1
ΔE to the lowest compared entry with this formula, charge and spin (kJ/mol): 420.4

---

The following is a DFT calculation (wB97M-V/def2-TZVPD) of a cluster of 7 separate species, C50H52BFI2N7O13 in total in a non-equilibrium geometry.

The geometry in XYZ format:
```
126
Properties=species:S:1:pos:R:3:lowdin_charge:R:1
C -4.57503 -1.72992 0.09476 -0.040
C -3.74441 -0.52200 -0.33495 -0.400
O -4.08248 -0.31963 -1.74853 -0.100
C -2.23147 -0.78828 -0.24803 -0.115
B -1.52343 -0.55736 1.23914 -0.702
C -2.59463 -0.11282 2.42242 -0.084
C -1.98978 0.23375 3.77243 -0.391
C -3.07913 0.80190 4.69672 -0.054
F -1.47281 -0.87656 4.44905 -0.034
C -0.42501 0.67482 1.17694 -0.147
C 0.76706 0.65018 1.89630 -0.085
C 1.59271 1.73192 1.77814 -0.098
C 1.28432 2.82938 1.02687 -0.187
N 0.14138 2.89781 0.35457 0.050
C -0.63878 1.82314 0.44759 -0.126
C -0.70927 -1.95384 1.64196 -0.594
I 0.81759 -2.38536 0.13196 0.879
C -1.63443 -3.20336 1.76476 -0.736
C -2.17922 -3.42768 3.16482 -0.199
I -0.45379 -5.02287 1.35632 0.671
H -4.16594 -2.59437 -0.43468 0.083
H -4.48605 -1.94454 1.16184 0.069
H -5.62963 -1.59744 -0.14247 0.076
H -4.06403 0.39881 0.15086 0.127
H -4.04959 -1.20088 -2.13874 0.060
H -2.10089 -1.80840 -0.63199 0.072
H -1.78573 -0.15258 -1.01615 0.092
H -3.37827 -0.85561 2.59790 0.082
H -3.06918 0.81294 2.08255 0.105
H -1.21802 1.00412 3.72100 0.133
H -3.53657 1.69549 4.27733 0.075
H -3.83104 0.02780 4.85563 0.076
H -2.63290 1.03467 5.66789 0.070
H 1.03820 -0.20259 2.50149 0.088
H 2.54160 1.73051 2.31129 0.096
H 1.98209 3.65922 0.99243 0.094
H -1.56666 1.86221 -0.12553 0.110
H -0.15158 -1.89126 2.57607 0.034
H -2.43359 -3.23428 1.03292 0.046
H -2.87905 -2.65543 3.48073 0.062
H -2.72595 -4.37311 3.16286 0.052
H -1.39464 -3.52814 3.91155 0.068
C -9.09623 0.58576 -3.06802 -0.066
C -7.76208 0.55046 -2.68507 -0.046
C -7.03437 -0.62333 -2.81014 0.019
C -7.65812 -1.74711 -3.32214 -0.142
C -8.98919 -1.73148 -3.70118 -0.017
C -9.70961 -0.55578 -3.57127 -0.076
N -6.88580 -2.98844 -3.48025 -0.347
O -5.72555 -2.98345 -3.12485 0.079
O -7.45421 -3.95043 -3.96290 0.067
H -9.65897 1.50466 -2.97255 0.097
H -7.27158 1.43261 -2.28790 0.076
H -5.99274 -0.64483 -2.51167 0.086
H -9.46436 -2.61790 -4.09515 0.113
H -10.75046 -0.52752 -3.86565 0.102
C 3.99757 -4.05904 0.06658 -0.090
C 4.52853 -3.06218 -0.74104 -0.065
C 5.88241 -3.05286 -1.03405 -0.002
C 6.68897 -4.05072 -0.51259 -0.156
C 6.17694 -5.04823 0.30020 -0.010
C 4.82264 -5.04793 0.58930 -0.054
N 8.11743 -4.05816 -0.83635 -0.343
O 8.55104 -3.16053 -1.53960 0.039
O 8.80141 -4.96100 -0.39525 0.073
H 2.93578 -4.06115 0.29000 -0.008
H 3.88311 -2.29202 -1.14259 0.090
H 6.29476 -2.27667 -1.66182 0.117
H 6.81737 -5.81834 0.70481 0.115
H 4.40589 -5.81996 1.22172 0.112
C -1.46589 6.21844 -1.04647 -0.092
C -1.17905 6.13278 0.30808 -0.065
C -0.94229 7.28648 1.03952 0.007
C -1.00458 8.51256 0.39962 -0.152
C -1.28450 8.61314 -0.95176 -0.012
C -1.51457 7.45541 -1.67742 -0.070
N -0.77904 9.74080 1.17551 -0.357
O -0.51632 9.62497 2.35522 0.075
O -0.87231 10.80366 0.59192 0.067
H -1.65203 5.31448 -1.61290 0.118
H -1.14061 5.16167 0.78465 0.095
H -0.71745 7.22137 2.09392 0.120
H -1.32465 9.57602 -1.43968 0.116
H -1.73480 7.51702 -2.73484 0.109
C 6.13694 -0.59106 5.94369 -0.079
C 6.34278 -1.87771 5.46363 -0.071
C 5.27515 -2.61724 4.98032 -0.004
C 4.01348 -2.05261 4.98205 -0.142
C 3.78958 -0.77580 5.46194 0.001
C 4.86137 -0.04268 5.94624 -0.068
N 2.88045 -2.82312 4.44726 -0.340
O 3.10010 -3.95102 4.05132 0.074
O 1.79399 -2.28488 4.43792 0.083
H 6.97361 -0.01341 6.31550 0.104
H 7.33687 -2.30399 5.46280 0.105
H 5.43342 -3.61794 4.60568 0.118
H 2.79662 -0.34932 5.45955 0.122
H 4.70190 0.95876 6.32222 0.107
C 9.90692 -4.44409 -3.99337 -0.054
C 10.21962 -5.77543 -4.24022 -0.056
C 10.72050 -6.15663 -5.47475 -0.008
C 10.90617 -5.19283 -6.44966 -0.155
C 10.59407 -3.86403 -6.22432 -0.007
C 10.09117 -3.49201 -4.98781 -0.055
N 11.45910 -5.58839 -7.75252 -0.357
O 11.70625 -6.76511 -7.92909 0.070
O 11.64124 -4.71612 -8.57882 0.070
H 9.51984 -4.14508 -3.02411 0.069
H 10.07488 -6.51666 -3.46586 0.109
H 10.96319 -7.19170 -5.66543 0.117
H 10.73960 -3.12216 -6.99576 0.117
H 9.84484 -2.45634 -4.79615 0.110
C -5.49646 7.13804 -0.91806 -0.059
C -4.81747 5.96254 -0.62965 -0.048
C -5.49571 4.75802 -0.60331 0.013
C -6.84834 4.73992 -0.87436 -0.143
C -7.54806 5.89951 -1.15708 -0.006
C -6.86349 7.10619 -1.17591 -0.068
N -7.53751 3.44389 -0.87594 -0.337
O -6.86683 2.46713 -0.60456 0.064
O -8.71982 3.41983 -1.16023 0.080
H -4.96105 8.07897 -0.94452 0.106
H -3.75766 5.97172 -0.42946 0.075
H -4.96320 3.84420 -0.38072 0.125
H -8.60798 5.87327 -1.36403 0.117
H -7.39455 8.02177 -1.39840 0.105
```

Output
Strongest force on any atom (eV/Å): 2.20
Total charge: -1

---

Respective E values: -3230.19344, -4017.55552 Ha.